[1]
The following is a quantum chemistry calculation of a molecular structure, C25H16IN4O4SbSe4Tc, from the Open Molecules 2025 dataset.

Each line ends with the Löwdin charge.
Atoms and positions in Å:
Tc1 0.043598 0.067886 0.403760  1.182
O1 -0.897940 -1.118431 3.640563  -0.018
C1 -1.022303 -0.225044 2.845703  -0.493
N1 -1.512619 -0.320224 1.533713  -0.048
C2 -2.760327 0.124038 1.144298  -0.212
C3 -3.874142 0.227490 1.991860  -0.010
C4 -5.037445 0.749384 1.487413  -0.071
C5 -5.109332 1.159782 0.144808  -0.057
C6 -4.018746 1.094342 -0.691905  0.007
C7 -2.799354 0.614414 -0.178482  -0.182
N2 -1.533775 0.713085 -0.713915  -0.014
C8 -1.252890 1.230843 -1.959511  -0.426
O2 -2.038002 1.531139 -2.830777  0.098
C9 0.230064 1.445966 -2.130024  -0.158
C10 0.714035 1.995639 -3.300158  0.030
C11 2.072398 2.231180 -3.424031  -0.010
C12 2.906096 1.912906 -2.359515  -0.023
C13 2.358821 1.353216 -1.225742  -0.104
N3 1.043127 1.110964 -1.102291  -0.045
C14 -0.522859 1.189925 3.035270  -0.224
C15 -0.630965 1.928932 4.185116  -0.009
C16 -0.243631 3.266692 4.137129  -0.013
C17 0.253638 3.780901 2.956028  -0.019
C18 0.387038 2.944790 1.855480  -0.090
N4 0.001769 1.674564 1.888834  -0.029
H1 -3.805325 -0.126916 3.015320  0.121
H2 -5.907838 0.839575 2.124321  0.110
H3 -6.043059 1.556107 -0.235087  0.113
H4 -4.070316 1.427457 -1.715099  0.106
H5 0.003068 2.216740 -4.084620  0.132
H6 2.476989 2.659076 -4.332711  0.124
H7 3.971318 2.089072 -2.402977  0.120
H8 2.986258 1.062750 -0.395625  0.087
H9 -1.027220 1.474872 5.082868  0.106
H10 -0.344967 3.893300 5.014454  0.127
H11 0.539613 4.820720 2.874072  0.121
H12 0.818548 3.295533 0.926199  0.121
Se1 4.027229 -0.862393 4.406139  -0.026
Sb1 1.473150 -1.314039 5.372040  0.591
Se2 1.761587 -1.082009 1.535767  0.616
Se3 3.129622 0.347924 2.685225  0.057
Se4 1.308117 0.396525 6.940289  -0.027
I1 1.868194 -6.634934 -5.427320  0.916
C19 1.711324 -5.132549 -3.986225  -0.720
C20 2.709637 -4.990779 -3.032498  -0.130
C21 2.602753 -3.990492 -2.079456  -0.002
C22 1.501820 -3.142000 -2.084272  -0.134
C23 0.508770 -3.285885 -3.050477  0.001
C24 0.611760 -4.284355 -4.005695  -0.128
C25 1.373218 -2.084942 -1.051405  -0.526
O3 2.348474 -1.864740 -0.263699  -0.254
O4 0.273106 -1.432300 -1.002403  -0.135
H13 3.565962 -5.652209 -3.032349  0.101
H14 3.368264 -3.868284 -1.324564  0.124
H15 -0.339367 -2.615728 -3.045973  0.123
H16 -0.156918 -4.399501 -4.757843  0.100

Cartesian forces (eV/Å) of the 3 atoms listed first:
Tc -1.34 -0.21 0.36
O -0.12 -0.21 0.41
C -0.09 0.64 -0.15

Computed properties:
* total charge: +1
* gap between HOMO and LUMO: 5.58 eV
* HOMO: -10.32 eV
* maximum force: 0.0275 hartree/bohr



[2]
The following is a quantum chemistry calculation of 9 unconnected molecules or ions with the total composition C40H63F21O20, from the Open Molecules 2025 dataset.

Each line ends with the Löwdin charge.
Atoms and positions in Å:
C1 4.515754 2.794734 -6.564788  -0.057
C2 4.348174 2.901504 -5.043648  -0.161
O1 4.596054 1.586214 -4.389018  0.008
C3 5.148544 1.531014 -3.148718  -0.356
O2 5.592854 2.477104 -2.551638  0.151
C4 5.320374 0.093424 -2.542068  -0.495
F1 4.397094 -0.198336 -1.586798  0.135
F2 5.386234 -0.820246 -3.517468  0.163
F3 6.491824 0.052044 -1.864308  0.146
H1 3.830464 2.127364 -7.087368  0.058
H2 5.545634 2.620834 -6.876548  0.083
H3 4.243374 3.790154 -6.915568  0.084
H4 3.287284 3.103774 -4.896358  0.099
H5 5.000544 3.730584 -4.769528  0.128
C5 0.139094 -1.497046 9.395592  -0.043
C6 -0.755526 -1.286136 8.187492  -0.197
O3 -0.303596 -1.976896 6.972482  0.004
C7 -0.752156 -3.203006 6.651752  -0.333
O4 -1.468926 -3.870446 7.413822  0.113
C8 -0.210006 -3.791406 5.310272  -0.569
F4 -1.082846 -4.695636 4.806922  0.148
F5 -0.002056 -2.811236 4.428572  0.171
F6 0.849374 -4.478926 5.583232  0.215
H6 0.409864 -2.549936 9.316692  0.084
H7 -0.336256 -1.315736 10.359572  0.084
H8 1.029834 -0.869496 9.366172  0.079
H9 -0.860846 -0.266206 7.817702  0.122
H10 -1.799796 -1.535036 8.376322  0.098
C9 -3.677076 -1.117696 6.255932  -0.037
C10 -4.485006 -0.364216 7.361362  -0.228
O5 -5.615296 -1.120476 7.612872  0.002
C11 -6.586576 -0.588646 8.462982  -0.258
O6 -6.425556 0.315404 9.296762  0.140
C12 -7.959596 -1.312476 8.206172  -0.533
F7 -8.285066 -2.070906 9.233112  0.176
F8 -8.986486 -0.465946 7.984632  0.156
F9 -7.944386 -2.185606 7.178692  0.146
H11 -4.111716 -1.158666 5.257182  0.076
H12 -3.565506 -2.143786 6.606342  0.075
H13 -2.667516 -0.710866 6.197822  0.068
H14 -4.650006 0.691764 7.147382  0.134
H15 -3.832086 -0.403766 8.233272  0.111
C13 -2.074746 2.228254 -1.748428  -0.037
C14 -2.967826 1.075654 -2.295638  -0.196
O7 -3.653606 0.384344 -1.253308  0.006
C15 -4.816736 -0.297806 -1.530288  -0.328
O8 -5.263936 -0.434266 -2.637958  0.164
C16 -5.512796 -0.888626 -0.268678  -0.563
F10 -4.972546 -0.396306 0.858232  0.149
F11 -6.799966 -0.505866 -0.264698  0.163
F12 -5.449746 -2.192006 -0.297468  0.202
H16 -1.313496 1.941804 -1.022788  0.058
H17 -2.762586 2.844984 -1.169948  0.076
H18 -1.617096 2.751334 -2.588098  0.060
H19 -2.356036 0.425514 -2.921038  0.113
H20 -3.691376 1.498924 -2.992358  0.122
C17 2.293064 3.946854 -1.641908  -0.031
C18 1.601844 5.324634 -1.896988  -0.180
O9 0.512514 5.073894 -2.796148  -0.007
C19 0.662664 5.387524 -4.146658  -0.296
O10 1.713604 5.835784 -4.635568  0.129
C20 -0.493526 5.034904 -5.031978  -0.496
F13 -0.803086 6.094034 -5.862068  0.139
F14 -0.100966 3.979524 -5.780408  0.146
F15 -1.639916 4.661704 -4.430968  0.157
H21 3.006604 4.063214 -0.826178  0.075
H22 2.773484 3.572454 -2.545858  0.054
H23 1.483614 3.294254 -1.314778  0.070
H24 2.347014 6.071564 -2.170708  0.122
H25 1.101964 5.749004 -1.026288  0.119
C21 1.584624 -8.212166 -1.577428  -0.067
C22 2.717844 -7.697156 -2.466618  -0.194
O11 3.284954 -6.494146 -1.911078  0.023
C23 2.832554 -5.266626 -2.320218  -0.311
O12 1.878524 -5.078566 -3.062388  0.135
C24 3.707674 -4.092646 -1.851738  -0.537
F16 3.797294 -3.277076 -2.883278  0.172
F17 3.183424 -3.525546 -0.755188  0.165
F18 4.999644 -4.403976 -1.570098  0.151
H26 0.839054 -7.424826 -1.466448  0.073
H27 1.792354 -8.541236 -0.559258  0.080
H28 1.013464 -8.999676 -2.069078  0.079
H29 2.408304 -7.623426 -3.509138  0.125
H30 3.451344 -8.503436 -2.467478  0.121
C25 -0.136296 -3.142176 -4.883928  -0.030
C26 0.950414 -3.013096 -5.982098  -0.195
O13 0.744244 -1.724056 -6.511778  0.014
C27 1.255904 -1.382196 -7.699258  -0.340
O14 1.860694 -2.140556 -8.450538  0.146
C28 0.870604 0.049954 -8.130888  -0.548
F19 0.760254 0.083724 -9.454578  0.176
F20 -0.320026 0.487544 -7.638588  0.148
F21 1.832684 0.873834 -7.765008  0.173
H31 -1.118976 -3.108236 -5.354328  0.086
H32 -0.023916 -2.380626 -4.112228  0.049
H33 -0.023386 -4.112466 -4.400308  0.062
H34 0.932404 -3.786336 -6.750128  0.126
H35 1.952954 -3.153386 -5.577938  0.123
C29 3.728994 3.132074 2.694712  -0.110
O15 3.590584 1.755724 2.417702  -0.178
C30 2.646394 1.430334 1.373052  -0.154
C31 1.160964 1.660204 1.729972  -0.180
O16 0.630424 2.993884 1.724542  -0.156
C32 -0.741106 3.085064 2.111952  -0.174
C33 -1.152046 4.581854 2.071072  -0.174
O17 -0.748666 5.351174 3.216382  -0.176
C34 -1.091826 6.710964 3.238882  -0.124
H36 2.854564 3.497614 3.233102  0.082
H37 3.740844 3.749824 1.796752  0.077
H38 4.619164 3.349494 3.284992  0.088
H39 2.676364 0.345614 1.270172  0.124
H40 2.913684 1.920314 0.436802  0.105
H41 0.961484 1.167124 2.681382  0.126
H42 0.625294 1.124744 0.946112  0.094
H43 -0.799566 2.811204 3.165362  0.129
H44 -1.404536 2.503784 1.471592  0.114
H45 -2.226856 4.591704 1.889992  0.124
H46 -0.581546 4.870214 1.188182  0.113
H47 -0.908086 7.187524 2.275962  0.085
H48 -0.590006 7.198854 4.074492  0.087
H49 -2.132926 6.908084 3.494502  0.079
C35 -2.765216 -2.774576 2.466052  -0.114
O18 -1.828226 -1.809926 2.772792  -0.190
C36 -1.382236 -0.963726 1.740172  -0.163
C37 -0.551346 -1.617126 0.608982  -0.205
O19 -0.212246 -0.701426 -0.381818  -0.155
C38 0.473494 -1.353936 -1.494198  -0.123
C39 1.063814 -0.327956 -2.479458  -0.222
O20 0.115744 0.417684 -3.171018  -0.178
C40 0.716114 1.328724 -4.135278  -0.036
H50 -3.462326 -2.411926 1.710662  0.072
H51 -3.355596 -3.063386 3.335612  0.093
H52 -2.249566 -3.615626 2.002552  0.090
H53 -0.687376 -0.208026 2.106492  0.096
H54 -2.209776 -0.355316 1.375312  0.120
H55 -1.020696 -2.493806 0.162612  0.121
H56 0.393654 -1.989356 1.004602  0.126
H57 -0.172196 -2.059426 -2.017128  0.117
H58 1.295874 -1.894096 -1.025128  0.109
H59 1.728154 -0.937346 -3.092138  0.117
H60 1.751044 0.326794 -1.943628  0.114
H61 1.426274 2.032804 -3.701638  0.065
H62 -0.054156 1.923964 -4.625658  0.078
H63 1.211664 0.675754 -4.853728  0.083

Cartesian forces (eV/Å) of the 3 atoms listed first:
C -0.05 0.15 0.18
C -0.22 -0.85 -1.20
O 0.38 0.02 0.90

Computed properties:
* SMILES string: CCOC(=O)C(F)(F)F.CCOC(=O)C(F)(F)F.CCOC(=O)C(F)(F)F.CCOC(=O)C(F)(F)F.CCOC(=O)C(F)(F)F.CCOC(=O)C(F)(F)F.CCOC(=O)C(F)(F)F.COCCOCCOC.COCCOCCOC
* gap between HOMO and LUMO: 9.75 eV
* HOMO: -9.57 eV
* maximum force: 0.0994 hartree/bohr